The following is a DFT calculation (ωB97M-V with the def2-TZVPD basis set) of a cluster of 21 separate species, C67H105NO57 in total in a non-equilibrium geometry.

F_max in eV/A: 3.79
LUMO level in eV: 0.12
Energy above the lowest of the compared OMol25 structures with the same formula, charge and spin in eV: 0.874
Orbital gap in eV: 9.139

Structure (XYZ):
```
230
Properties=species:S:1:pos:R:3:forces:R:3
C -7.801701 -0.118333 -1.024543 -0.2 -1.2 -2.1
C -8.470787 0.848031 -1.970015 -2.8 -1.2 1.1
O -7.841639 0.641152 -3.195306 1.0 0.5 0.0
C -6.565420 0.258607 -2.899541 -0.2 -0.7 -1.6
O -5.699671 0.207236 -3.728771 -0.6 0.0 0.9
O -6.487603 -0.150728 -1.625035 0.5 -0.2 0.4
H -8.279471 -1.127920 -1.044606 0.6 0.6 -0.1
H -7.744662 0.211139 -0.039604 0.2 0.7 1.6
H -8.438700 1.836445 -1.561963 0.4 1.0 -0.3
H -9.533221 0.551003 -2.061105 0.4 0.4 -0.2
C 0.082225 -0.287104 -6.374641 0.4 -0.5 1.0
C -0.029484 1.024128 -7.033467 -0.8 0.8 2.8
O 1.068937 1.728374 -6.413536 -0.6 -0.4 0.2
C 1.081273 1.242108 -5.153727 1.4 0.8 1.2
O 1.746449 1.779551 -4.298589 -0.9 -0.4 -0.3
O 0.361521 0.116037 -4.983891 0.1 0.7 -1.2
H 0.963565 -0.856948 -6.659028 -0.2 -0.3 -0.4
H -0.832854 -0.827802 -6.449080 -0.5 -0.7 0.3
H -0.959039 1.508672 -6.668700 0.3 -0.1 -0.7
H 0.081705 0.981524 -8.041594 0.3 0.2 -2.9
C -4.708092 -5.808402 2.480155 1.1 0.9 0.3
C -4.767669 -5.327972 3.908128 -2.5 1.2 0.1
O -6.110103 -4.646319 3.927601 0.6 0.0 -1.0
C -6.299885 -4.177752 2.649068 -0.5 -1.0 2.5
O -7.141021 -3.405390 2.345067 -0.7 1.1 -0.5
O -5.482537 -4.780060 1.838156 1.2 -0.5 -2.1
H -5.216927 -6.744064 2.336074 0.0 -0.5 -0.1
H -3.669037 -5.790195 2.069512 -1.0 -0.2 0.2
H -4.154766 -4.489024 4.165537 1.2 -0.1 0.0
H -4.896233 -6.044489 4.681221 0.6 -0.8 0.5
C -5.261358 -0.446030 1.396024 -0.8 1.5 -1.0
C -5.515521 0.435940 2.643594 1.7 -1.2 -1.2
O -4.504663 -0.146717 3.524719 -0.8 1.9 0.8
C -4.057688 -1.315683 3.096270 -1.7 0.1 0.2
O -3.407397 -2.031424 3.786847 0.8 -0.8 -0.4
O -4.621221 -1.594235 1.918075 0.7 -0.7 -0.7
H -4.637278 0.126432 0.633361 -0.5 -1.0 1.0
H -6.222027 -0.727356 0.922353 0.8 -0.2 0.3
H -6.533458 0.373176 2.997859 0.0 -0.2 0.7
H -5.216618 1.438905 2.408188 -0.1 0.5 0.2
C -1.842970 -0.063619 5.621686 -1.2 0.3 -1.0
C -1.304094 1.024520 4.728692 0.2 1.4 -1.2
O -0.317626 1.695704 5.638477 -1.0 -0.1 -1.0
C 0.077626 0.734504 6.479995 1.7 -0.3 0.3
O 1.117765 0.700073 7.095835 -0.7 0.7 -0.3
O -0.765506 -0.281111 6.486881 0.0 -1.1 0.9
H -2.088391 -0.974692 5.057161 0.1 0.4 0.5
H -2.740306 0.302584 6.160729 0.5 -0.3 0.0
H -2.076807 1.733770 4.291479 1.0 -0.6 1.1
H -0.714350 0.694828 3.844607 -0.3 -0.3 0.7
C -4.581533 -2.838757 -1.021034 1.2 0.3 -1.9
C -3.417586 -3.356757 -0.204219 0.2 1.4 -0.1
O -2.939379 -4.441110 -0.989022 -0.4 -0.8 -0.1
C -3.927409 -4.856926 -1.844922 1.0 1.0 -0.6
O -3.856943 -5.855068 -2.503192 -0.4 0.2 0.6
O -4.858331 -3.888931 -1.950101 0.1 -1.2 -0.3
H -4.345286 -1.933400 -1.606378 0.0 -0.3 0.2
H -5.489669 -2.708694 -0.549461 -1.6 0.5 1.6
H -3.775392 -3.661561 0.756389 0.1 -0.5 0.5
H -2.653629 -2.563115 -0.090588 -0.2 -0.7 -0.1
C 4.004652 0.089441 -3.227482 -0.9 0.2 -0.8
C 5.109557 -0.406267 -4.195177 -0.1 -0.3 1.4
O 4.450632 -1.498248 -4.898392 1.4 1.1 0.4
C 3.211592 -1.640372 -4.471240 -1.3 -1.2 -0.1
O 2.468747 -2.429828 -5.018124 0.2 1.0 0.9
O 2.908257 -0.857147 -3.393276 0.9 -1.0 -1.3
H 3.498985 1.021460 -3.474249 0.8 0.3 -0.1
H 4.291588 0.105418 -2.199907 0.4 -0.2 0.6
H 5.983859 -0.719779 -3.547616 -0.9 -0.2 -1.2
H 5.406717 0.321997 -4.937356 0.1 0.2 0.0
C -2.725818 0.026316 -3.438124 2.3 2.9 0.5
C -3.219047 1.076611 -2.469655 -1.1 2.2 1.0
O -2.858137 2.396976 -3.051316 0.6 -1.6 0.1
C -2.580065 2.153209 -4.317461 1.2 0.1 -0.8
O -2.264036 3.023396 -5.079120 -0.2 -0.2 -0.6
O -2.560282 0.817850 -4.651882 -0.4 0.7 0.7
H -3.412139 -0.708308 -3.589976 -1.9 -2.1 -0.6
H -1.742731 -0.359337 -3.143639 -0.2 0.0 -0.1
H -2.877507 1.103210 -1.438516 0.4 -0.5 -0.2
H -4.281356 1.285048 -2.462446 -0.2 -1.3 0.2
C 5.597733 2.016594 0.237206 -1.7 1.9 -0.4
C 5.775626 2.102548 1.787660 -0.9 1.4 -1.4
O 5.635179 0.775535 2.151337 0.0 -2.2 -0.1
C 5.039865 0.039453 1.139207 0.1 1.9 -0.1
O 4.649717 -1.057070 1.250347 -0.3 -1.6 0.4
O 4.879317 0.788319 0.009442 0.8 0.1 1.4
H 6.512858 1.985656 -0.348087 0.3 -0.1 0.3
H 4.950557 2.849366 -0.173371 0.7 -0.8 0.5
H 5.051951 2.696184 2.376808 -0.2 -0.2 -0.8
H 6.709845 2.580454 2.010770 0.9 -0.5 0.3
C 1.619094 0.393917 -0.834644 0.3 0.0 -0.2
C 1.721282 -1.017542 -0.277388 0.3 -0.6 -0.5
O 0.351547 -1.451809 -0.233677 0.4 -0.8 0.6
C -0.418868 -0.413507 -0.329504 -3.8 0.3 -0.1
O -1.642969 -0.426499 -0.126334 2.1 -0.1 -0.2
O 0.203224 0.655411 -0.778480 0.3 1.0 0.3
H 1.881965 0.284189 -1.881716 0.0 0.8 0.0
H 2.164841 1.203269 -0.303153 -0.4 -0.7 -0.4
H 2.143564 -1.144232 0.692606 0.2 0.2 0.6
H 2.225094 -1.684421 -0.970607 0.2 0.0 0.0
C 3.717282 -0.873939 5.347797 0.8 -0.4 2.2
C 3.787760 0.646576 5.082546 -2.5 -1.3 -1.0
O 2.727109 0.706312 4.005878 1.2 1.0 0.5
C 2.339396 -0.508353 3.653025 -1.4 0.2 -1.0
O 1.540754 -0.754257 2.785770 -0.2 0.6 -0.3
O 2.830413 -1.457782 4.390768 1.7 -0.5 1.2
H 3.319327 -1.121861 6.364518 0.0 0.5 -0.8
H 4.710077 -1.324458 5.366008 -0.1 -0.2 -0.7
H 4.701745 1.082716 4.705401 0.1 -0.1 -0.1
H 3.349524 1.168608 5.921355 0.2 0.4 0.1
C -0.944738 4.869324 -0.888202 0.0 1.8 2.2
C 0.517141 5.399763 -0.467169 -1.3 -2.3 0.3
O 0.265595 6.151572 0.752140 0.3 -0.3 -1.0
C -1.057396 6.208918 1.045522 0.8 0.1 -0.2
O -1.479880 6.945517 1.881121 -0.4 -0.2 0.2
O -1.761036 5.347596 0.309818 0.5 -0.4 -1.2
H -1.112345 3.808006 -0.895451 0.3 -0.4 -0.3
H -1.420663 5.373527 -1.728329 0.4 -0.2 -0.1
H 0.967522 5.997129 -1.257551 -0.1 0.2 0.4
H 1.155838 4.486220 -0.236770 -0.6 1.4 -0.2
C -2.352082 -8.728070 -1.163354 1.4 -1.2 -2.8
C -2.023758 -7.585441 -0.269876 0.4 -2.1 0.3
O -3.037006 -7.793605 0.708090 -1.1 0.4 0.8
C -3.486970 -9.114258 0.702399 2.1 1.3 0.6
O -4.096542 -9.600893 1.592019 -0.7 0.0 -0.1
O -2.901882 -9.731760 -0.321689 -0.5 -0.4 -0.1
H -1.458317 -9.191565 -1.701495 -1.1 0.7 0.8
H -3.087106 -8.473851 -1.926432 -0.1 0.1 0.0
H -2.007140 -6.651630 -0.780300 -0.5 0.9 0.1
H -1.054064 -7.817072 0.169223 0.1 0.4 0.4
C 0.835896 3.312303 2.687187 0.6 -1.3 0.0
C 1.169281 4.233223 3.848394 -1.0 -0.9 0.7
O 2.108434 5.062260 3.273979 1.7 2.4 0.0
C 2.713028 4.547090 2.226965 -0.3 -1.4 -1.4
O 3.655648 5.008981 1.632953 -1.0 -0.6 0.6
O 2.042895 3.354821 1.885669 0.7 1.3 0.4
H 0.017163 3.661501 2.058364 -0.1 0.2 0.2
H 0.650251 2.276222 3.003334 0.2 0.3 -0.2
H 1.646888 3.799541 4.769421 -0.9 -0.1 -0.9
H 0.279280 4.819453 4.062263 0.1 0.1 0.5
C 3.990255 -4.344252 -2.347588 -1.4 1.1 -0.1
C 4.995931 -5.294151 -1.692899 0.8 0.2 1.8
O 6.000046 -4.363090 -1.145675 -0.6 1.1 -1.3
C 5.835572 -3.125958 -1.757128 -1.6 -2.8 -0.1
O 6.546301 -2.212682 -1.652244 2.0 2.0 0.6
O 4.732114 -3.100154 -2.530060 0.1 -1.1 0.3
H 3.091143 -4.028853 -1.744168 1.1 -0.9 0.0
H 3.552383 -4.606782 -3.316213 0.5 -0.3 0.1
H 5.554875 -6.022201 -2.320815 -0.7 0.6 0.1
H 4.653507 -5.791335 -0.747281 -0.2 0.2 -1.2
C 3.584307 7.318088 -0.862331 0.0 0.0 0.0
C 4.872675 6.601072 -1.187937 1.7 1.1 -0.7
O 5.148706 6.966964 -2.596591 -0.5 0.3 1.4
C 4.140016 7.759768 -3.048705 -0.1 -2.9 1.4
O 4.086212 8.099179 -4.168674 -0.4 1.4 -1.4
O 3.126613 7.788042 -2.130316 0.1 0.7 -0.6
H 3.728616 8.193896 -0.208620 -0.2 -0.5 -0.1
H 2.886980 6.579524 -0.472341 -0.2 0.5 0.2
H 4.813885 5.522591 -1.087463 0.1 0.0 -0.1
H 5.716405 7.053325 -0.634360 -0.4 -0.7 0.0
C 2.819333 4.911174 -5.027722 -2.9 1.0 -0.1
C 1.306995 5.132636 -4.559625 1.1 -1.5 -0.9
O 1.384828 4.733622 -3.193630 0.1 -0.2 0.2
C 2.607908 4.172879 -2.920356 -1.6 1.3 0.0
O 2.948878 3.890649 -1.822660 0.2 -0.8 1.1
O 3.362146 4.135548 -3.975926 1.4 0.0 -1.5
H 3.192143 5.911492 -5.078518 1.2 0.4 0.2
H 2.854806 4.467955 -6.015233 0.3 -0.6 0.2
H 0.626471 4.494429 -5.128372 0.0 -0.2 0.4
H 0.935043 6.137629 -4.663572 0.3 0.5 0.3
C -5.278726 6.611660 -2.575213 0.1 -0.1 0.7
C -4.603680 5.396320 -1.914202 -1.1 -1.3 -0.8
C -4.805537 5.381357 -0.385075 0.6 0.5 -0.2
C -4.598553 4.040995 0.164750 -0.8 -1.8 0.2
N -4.694948 2.921602 0.471180 0.5 1.7 -0.3
H -6.354638 6.648302 -2.352819 0.3 0.0 0.0
H -5.156025 6.691563 -3.633073 0.0 -0.7 -0.9
H -4.829188 7.546470 -2.276855 0.1 0.3 0.7
H -3.578224 5.257316 -2.203133 0.6 0.4 0.0
H -5.059847 4.430342 -2.318799 0.3 1.2 0.5
H -5.851779 5.620975 -0.269546 -0.4 0.0 0.5
H -4.222369 6.138634 0.176252 -0.2 -0.5 -0.5
C 6.770514 2.667806 5.971274 -1.9 -0.1 2.1
O 5.696356 3.264270 5.293678 -0.8 0.5 -0.8
C 5.139394 4.473188 5.818830 -1.9 -1.9 -0.5
C 4.259834 4.234829 7.077314 1.2 0.2 -1.6
O 5.165760 4.151662 8.197177 -1.7 0.6 -0.5
C 4.381412 4.071568 9.369384 -1.9 -0.5 -0.4
H 7.499866 3.425524 6.201375 0.8 0.0 0.1
H 7.091975 1.890474 5.311786 0.7 -0.5 -0.2
H 6.369043 2.229943 6.963725 0.9 0.4 -1.3
H 4.445235 4.819761 5.020552 0.5 -0.1 0.4
H 5.902697 5.186228 5.958662 0.9 1.0 0.5
H 3.658974 3.294297 6.875669 0.6 0.8 0.7
H 3.547408 5.103968 7.077321 0.5 -0.6 0.8
H 4.997344 3.940955 10.226766 0.7 0.4 0.6
H 3.807953 3.112541 9.306537 -0.1 0.7 0.1
H 3.629186 4.939873 9.489184 1.3 -1.2 -0.2
C 1.419852 -5.761543 0.004922 0.6 1.6 0.1
O 1.447537 -4.325116 0.263878 0.2 -0.8 -0.5
C 1.188913 -3.993434 1.614137 -1.6 -1.7 -0.6
C -0.292798 -4.037751 1.960627 -1.1 1.4 -0.6
O -0.919001 -5.291961 1.761801 0.1 -0.9 0.8
C -0.831019 -6.162555 2.920860 -0.9 0.2 -1.9
H 1.905001 -6.272286 0.853380 -0.1 -0.1 -0.3
H 1.977033 -5.912275 -0.933152 -0.3 0.0 0.4
H 0.392285 -6.064417 -0.096015 -0.3 -0.4 -0.1
H 1.506453 -3.002850 1.793530 0.8 0.9 0.4
H 1.628775 -4.777048 2.212636 0.9 0.1 0.7
H -0.840888 -3.299252 1.293779 0.6 -0.8 0.8
H -0.445628 -3.735904 3.014045 0.2 0.2 -0.3
H -0.813898 -7.202181 2.555503 0.7 0.4 0.4
H -1.695921 -6.080639 3.527744 -1.6 0.1 0.3
H -0.129355 -5.809022 3.624065 1.9 -0.2 0.4
C -2.097702 -3.735218 -5.626573 -1.7 1.0 -1.3
O -1.963228 -4.129776 -4.325024 -0.3 1.4 0.7
C -1.281136 -5.289427 -4.127011 0.4 -2.4 -0.2
C 0.244389 -5.344587 -4.297753 -0.5 0.8 -1.2
O 1.014197 -4.744193 -3.285841 0.4 -1.9 -0.5
C 0.478436 -3.571189 -2.824227 0.1 2.0 -1.0
H -2.593501 -4.481806 -6.289497 0.5 0.1 0.4
H -1.217559 -3.345126 -6.095121 1.1 -0.2 -0.3
H -2.767232 -2.864049 -5.618774 -0.1 -0.2 0.1
H -1.705775 -6.059414 -4.806527 0.3 0.1 0.0
H -1.592501 -5.640840 -3.160867 0.2 -0.1 0.7
H 0.482981 -4.849422 -5.299650 0.0 -0.7 1.0
H 0.490617 -6.412197 -4.302792 0.2 0.2 -0.3
H 1.286026 -3.103609 -2.289586 -0.1 0.3 0.8
H -0.412683 -3.754669 -2.239939 -0.2 0.4 0.3
H 0.302590 -2.862348 -3.681138 -0.3 -0.5 0.7
```
Positions in Å, forces in eV/Å.